20
Properties=species:S:1:pos:R:3:mulliken_charge:R:1 method="wB97M-V/def2-TZVPD" gap_ev="8.549 / 6.873" homo_ha="-0.308 / -0.281" mol_weight_g_mol=116.16
C -0.55109 -0.91807 -0.57776 0.10
C -0.97918 1.25727 0.35523 -0.45
C 1.40698 1.02389 0.79044 -0.87
C 0.59492 -1.27485 -1.46501 -1.22
C -0.72979 -1.71633 0.67314 -1.10
N 0.36794 1.19238 -0.21744 -0.11
N -0.35779 2.68911 0.18198 0.12
O -0.76403 3.44009 -0.68566 -0.50
H -1.46792 -0.73167 -1.12599 0.40
H -1.81348 1.15736 -0.32356 0.47
H -1.13429 0.97437 1.39293 0.29
H 2.29363 1.55588 0.44569 0.29
H 1.66699 -0.03154 0.90138 0.28
H 1.14129 1.41118 1.78220 0.34
H 0.71118 -0.56009 -2.27589 0.33
H -1.61718 -1.42939 1.23609 0.36
H 1.53459 -1.34601 -0.91740 0.26
H 0.39748 -2.26335 -1.90877 0.41
H -0.84278 -2.77910 0.41172 0.39
H 0.14250 -1.65112 1.32669 0.23